1.
Entry from the OMol25 dataset: C29H35F5N4P2Sn as an isolated structure at a distorted geometry (ωB97M-V/def2-TZVPD).

```
76
Properties=species:S:1:pos:R:3:forces:R:3
Sn 3.0365 1.9174 -0.8512 1.59 -0.09 2.56
C 1.8224 -0.9227 5.1333 0.31 -0.54 0.03
C 1.7120 -1.2778 3.8514 1.19 0.48 -0.83
C 0.8892 -0.6250 2.7625 0.02 -1.22 -0.77
C 0.9637 0.8957 2.6187 -1.01 -0.45 -0.07
C -0.2633 1.4843 3.3257 0.66 1.60 -0.28
C -0.6798 1.2651 4.5904 0.01 0.65 -0.35
C -0.5861 0.0125 5.3894 1.63 -0.51 1.34
C 0.8343 -0.2467 6.0120 -0.25 0.87 -0.01
C 3.7388 3.7163 0.2286 -0.19 -0.08 -1.10
H 2.7629 -1.1481 5.6492 -0.39 -0.48 -0.16
H 2.5154 -1.8674 3.3740 -0.12 0.34 0.78
H -0.1438 -0.9668 2.7463 -0.52 0.33 0.37
H 1.2156 -1.0399 1.8044 0.58 -0.15 0.00
H 1.9327 1.3245 2.9879 -0.94 -0.41 -0.03
H 0.9453 1.1426 1.5201 -0.20 -0.07 0.75
H -0.7064 2.3052 2.7218 0.50 0.13 1.08
H -1.0702 2.1003 5.2074 -0.70 -0.45 -1.12
H -0.8754 -0.8654 4.8030 -0.14 0.15 0.26
H -1.2164 0.1233 6.2820 -0.27 -0.18 -0.58
H 1.2664 0.7331 6.2900 -0.18 -0.23 0.07
H 0.7791 -0.7980 6.9772 -0.14 0.16 -0.70
H 4.7605 3.4547 0.5160 -0.30 0.25 0.08
H 3.1542 4.0672 1.0884 0.13 -0.20 -0.30
H 3.7937 4.4762 -0.5585 -0.04 0.29 0.41
P -1.1257 1.4004 -1.6733 -2.74 0.77 0.04
P 0.3977 -1.9164 -1.9573 -0.49 -2.38 -1.32
N -2.4867 1.8791 -0.6826 0.67 0.02 0.07
N -1.7520 2.2605 -3.1947 0.65 0.05 -0.72
N -0.7081 -2.9446 -0.9090 -0.67 0.19 0.68
N 0.7787 -3.2514 -3.0639 0.60 0.36 -0.05
C -1.8336 -0.2648 -2.0832 0.26 -0.19 -0.32
C -0.9466 -1.1253 -2.9923 0.08 -0.05 0.26
C -2.4354 2.8883 0.2930 -0.93 -0.14 -0.01
C -3.7287 3.1394 0.7336 1.17 -0.21 -0.58
C -4.6053 2.2910 -0.0056 0.67 -0.33 -0.61
C -3.8296 1.5384 -0.8647 -0.49 0.20 0.33
C -1.0488 3.2679 -3.8681 -0.87 -1.67 1.38
C -1.7093 3.5749 -5.0603 -2.27 -0.96 -0.99
C -2.8674 2.7295 -5.1333 1.95 1.98 -0.39
C -2.8707 1.9519 -3.9697 1.20 0.31 0.76
C -0.5333 -3.1857 0.4661 0.52 0.68 -2.17
C -1.7250 -3.6689 1.0126 -2.28 -0.84 -1.21
C -2.6621 -3.8117 -0.0680 1.24 -0.17 2.29
C -2.0167 -3.3622 -1.2186 1.30 0.50 0.31
C 0.1142 -4.4577 -3.3175 0.33 -0.06 -0.86
C 0.6848 -5.0734 -4.4278 -0.07 1.08 0.96
C 1.7494 -4.2249 -4.8786 -0.27 0.65 0.74
C 1.7903 -3.1265 -4.0342 -0.46 -0.54 -0.06
H -2.8211 -0.1893 -2.5553 0.33 -0.01 0.47
H -1.9422 -0.7588 -1.1061 -0.30 0.31 -0.14
H -1.5337 -1.8935 -3.5326 0.40 0.36 0.26
H -0.4635 -0.4999 -3.7615 0.09 -0.36 0.17
H -1.4780 3.3219 0.5561 -0.23 -0.04 0.09
H -4.0039 3.8668 1.4795 0.02 -0.05 0.01
H -5.6858 2.2447 0.0440 0.20 0.00 0.13
H -4.1423 0.7668 -1.5638 0.05 0.34 0.43
H -0.1533 3.6687 -3.4201 0.08 0.09 -0.12
H -1.4070 4.3295 -5.7771 -0.06 -0.17 0.12
H -3.6030 2.7235 -5.9263 0.05 -0.04 0.16
H -3.5893 1.2126 -3.6584 0.01 0.09 -0.05
H 0.4471 -3.0532 0.9167 -0.26 0.14 0.03
H -1.8862 -3.9399 2.0509 0.08 0.04 -0.23
H -3.6517 -4.2570 -0.0216 0.23 0.23 0.02
H -2.4141 -3.3327 -2.2233 0.16 0.08 0.05
H -0.7062 -4.7678 -2.6957 0.11 -0.25 -0.04
H 0.3911 -6.0208 -4.8597 0.02 0.13 0.16
H 2.4113 -4.4097 -5.7176 -0.14 0.08 0.24
H 2.4135 -2.2432 -4.0141 0.13 -0.20 -0.12
F 5.6374 1.4133 -0.1197 0.40 -0.48 0.68
C 4.7706 0.9127 0.8651 -2.44 0.96 -1.29
F 4.7414 -0.4315 0.7812 0.69 -0.24 0.00
C 5.2294 1.3128 2.3000 1.80 -0.11 1.77
F 6.5975 1.5666 2.3730 -1.93 -0.54 -0.42
F 4.6539 2.4272 2.8484 0.11 -1.34 -1.08
F 4.9763 0.2619 3.1654 0.11 1.52 -1.25
```
Forces are in eV/Å.

* HOMO level (spin up / spin down): -12.567 / -12.564 eV
* calculated total energy: -2740.5304 a.u.
* net charge: +2
* frontier orbital gap (spin up / spin down): 2.95 / 2.92 eV
* energy relative to the best compared isomer or geometry (same formula, charge and spin): 50.50 kcal per mole

---

2.
Entry from the OMol25 dataset: C5H8 as an isolated structure at a distorted geometry (ωB97M-V/def2-TZVPD).

```
13
Properties=species:S:1:pos:R:3:forces:R:3
C 2.5786 -0.5049 -0.1632 1.03 -0.03 -0.55
C 1.2203 -0.8804 0.5024 1.86 1.43 -0.24
C 2.1752 0.7652 -0.2136 -0.30 -3.18 1.55
C 0.9023 0.3980 0.5399 -1.64 0.63 -0.44
C -2.7253 0.1090 -0.1423 -0.64 0.52 2.04
H 3.4256 -1.1317 -0.5059 -0.60 0.77 0.12
H 0.9136 -1.8454 0.5221 -1.82 -2.46 0.76
H 2.3304 1.6493 -0.6400 1.55 3.33 -1.76
H -2.1415 0.2171 0.8435 -1.68 0.58 -1.01
H 0.0057 1.0107 0.5955 -0.04 -0.47 0.56
H -3.8337 -0.0983 -0.0813 1.41 -0.36 0.55
H -2.1331 -0.6848 -0.5023 0.12 -1.05 -1.42
H -2.7184 0.9963 -0.7548 0.76 0.30 -0.15
```
Forces are in eV/Å.

* HOMO level: -7.735 eV
* calculated total energy: -195.1193 a.u.
* net charge: 0
* frontier orbital gap: 8.08 eV
* energy relative to the best compared isomer or geometry (same formula, charge and spin): 108.40 kcal per mole

---

3.
Entry from the OMol25 dataset: a 2-piece molecular cluster, C2H3FNO2 overall at a distorted geometry (ωB97M-V/def2-TZVPD).

```
9
Properties=species:S:1:pos:R:3:forces:R:3
C -0.1021 2.2490 -0.3758 1.79 0.69 2.69
C 0.2927 -1.4821 0.4091 -3.39 2.49 0.47
N 0.0327 -1.0151 -0.9396 0.60 -0.65 -0.56
O -0.0752 2.6001 -1.4797 -0.68 -0.43 -0.34
O 0.1204 2.2150 0.7991 -1.15 -0.52 -2.48
F -1.0837 0.0996 -0.7760 0.46 -0.32 0.63
H 1.0026 -2.2978 0.4053 0.30 0.02 -0.08
H 0.5283 -0.5768 1.0384 0.77 -0.91 0.12
H -0.7157 -1.7920 0.9193 1.29 -0.36 -0.46
```
Forces are in eV/Å.

* HOMO level: -1.613 eV
* calculated total energy: -383.0447 a.u.
* net charge: -1
* frontier orbital gap: 5.40 eV
* energy relative to the best compared isomer or geometry (same formula, charge and spin): 90.40 kcal per mole

---

4.
Entry from the OMol25 dataset: a 2-piece molecular cluster, C2H7NO overall at a distorted geometry (ωB97M-V/def2-TZVPD).

```
11
Properties=species:S:1:pos:R:3:forces:R:3
N -3.4739 -0.7034 0.1651 0.81 -1.03 -0.48
H -3.5677 -1.3241 -0.6196 -0.05 0.20 -0.10
H -3.4246 0.2643 -0.0744 -0.48 0.17 0.37
H -3.9349 -1.0708 0.9723 -0.27 0.67 0.21
O 3.8362 0.7494 0.1528 -0.14 -0.67 0.09
C 2.7127 0.8438 -0.2733 0.61 1.00 1.47
C 1.4900 0.0328 0.1494 1.33 0.39 -1.45
H 2.5647 1.6935 -0.9650 -0.58 -0.31 -0.44
H 1.4170 -0.2859 1.1876 0.19 0.36 -0.05
H 1.7042 -0.8579 -0.4700 -0.96 0.03 0.13
H 0.6762 0.6584 -0.2248 -0.46 -0.80 0.25
```
Forces are in eV/Å.

* HOMO level: -9.694 eV
* calculated total energy: -210.3606 a.u.
* net charge: 0
* frontier orbital gap: 10.63 eV
* energy relative to the best compared isomer or geometry (same formula, charge and spin): 23.95 kcal per mole